No. 1
Molecular formula: C25H29CsN2O5PS2
Method: DFT, ωB97M-V with the def2-TZVPD basis set

Structure (ORCA input):
```
! wB97M-V def2-TZVPD RIJCOSX def2/J DEFGRID3
* xyz -1 1
Cs -2.496 2.987 0.389
O -0.792 1.326 3.578
S -2.231 1.147 3.713
O -2.736 1.286 5.057
O -3.007 1.852 2.688
C -2.557 -0.578 3.226
C -3.336 -1.337 4.092
C -3.706 -2.634 3.775
C -3.291 -3.195 2.576
C -2.498 -2.449 1.719
C -2.121 -1.138 2.023
P -0.962 -0.290 0.868
C -1.662 -0.627 -0.794
C -0.801 -0.562 -1.892
C -1.292 -0.595 -3.187
C -2.658 -0.675 -3.414
C -3.526 -0.716 -2.333
C -3.033 -0.690 -1.036
C 0.451 -1.436 1.050
C 0.838 -2.443 0.173
C 1.914 -3.269 0.482
C 2.592 -3.113 1.681
C 2.201 -2.119 2.571
C 1.149 -1.274 2.253
H -3.652 -0.882 5.021
H -4.317 -3.201 4.466
H -3.569 -4.208 2.311
H -2.153 -2.893 0.791
H 0.265 -0.456 -1.731
H -0.602 -0.533 -4.020
H -3.045 -0.679 -4.424
H -4.596 -0.752 -2.494
H -3.727 -0.712 -0.202
H 0.300 -2.586 -0.757
H 2.210 -4.046 -0.211
H 3.421 -3.766 1.924
H 2.722 -1.996 3.513
H 0.832 -0.498 2.944
C -1.022 4.278 -3.126
O -2.106 3.845 -2.345
C -3.026 5.005 -1.892
O -3.925 4.523 -1.240
H -1.083 3.848 -4.134
H -0.067 3.982 -2.681
H -1.046 5.371 -3.215
C 3.985 0.307 0.629
N 2.947 1.229 0.185
C 2.439 2.096 1.234
C 2.914 1.658 -1.111
S 2.556 3.227 -1.538
N 3.165 0.683 -2.040
C 2.783 -0.701 -1.803
C 3.282 1.041 -3.439
H 4.660 0.829 1.315
H 4.569 -0.041 -0.218
H 3.557 -0.551 1.149
H 2.322 1.498 2.136
H 1.469 2.497 0.955
H 3.116 2.933 1.434
H 2.339 -0.812 -0.816
H 3.641 -1.375 -1.877
H 2.047 -1.007 -2.553
H 3.875 1.945 -3.543
H 2.303 1.225 -3.893
H 3.773 0.218 -3.962
*
```

Properties
M, g/mol: 665.53
LUMO, eV: 2.1
Frontier orbital gap, eV: 6.0
HOMO level, hartree: -0.142

No. 2
Molecular formula: C7H14F6N5O11S2Zn
Method: DFT, ωB97M-V with the def2-TZVPD basis set

Structure (ORCA input):
```
! wB97M-V def2-TZVPD RIJCOSX def2/J DEFGRID3
* xyz -1 1
Zn 0.199 -0.380 -0.466
C -3.302 0.478 -2.116
F -4.271 0.890 -1.305
F -2.958 -0.764 -1.858
F -3.729 0.505 -3.377
S -1.808 1.666 -1.952
O -0.958 1.398 -3.076
O -2.370 2.986 -1.939
N -1.087 1.195 -0.467
S -1.603 2.139 0.741
O -2.863 2.806 0.734
O -1.322 1.386 1.947
C -0.291 3.495 0.744
F -0.326 4.181 -0.400
F -0.557 4.389 1.710
F 0.915 2.993 0.955
C 0.584 -2.489 -1.826
O 1.385 -2.024 -0.911
O 0.812 -3.372 -2.689
O -0.400 -1.620 -2.065
C 1.653 0.020 2.351
O 1.299 0.087 1.177
N 2.738 -0.727 2.699
N 0.992 0.656 3.340
H 2.934 -0.811 3.677
H 3.174 -1.246 1.957
H 0.118 1.100 3.080
H 1.330 0.615 4.282
C 2.405 1.440 -2.168
O 1.529 0.852 -1.545
N 2.018 2.277 -3.175
N 3.720 1.373 -1.850
H 2.654 2.953 -3.549
H 1.010 2.310 -3.259
H 3.902 0.848 -1.013
H 4.346 2.004 -2.309
C -0.560 -2.821 1.564
C -1.569 -3.922 1.721
O -1.855 -4.419 0.392
O -0.978 -1.641 0.866
H 0.392 -3.152 1.153
H -0.312 -2.399 2.556
H -2.553 -3.689 2.128
H -1.012 -4.707 2.241
H -1.498 -5.305 0.306
H -1.928 -1.551 0.992
*
```

Properties
M, g/mol: 587.73
LUMO, eV: 2.1
Frontier orbital gap, eV: 5.3
HOMO level, hartree: -0.116

No. 3
Molecular formula: C33H52CaN3O8S2Sb3
Method: DFT, ωB97M-V with the def2-TZVPD basis set

Structure (ORCA input):
```
! wB97M-V def2-TZVPD RIJCOSX def2/J DEFGRID3
* xyz -2 1
Ca -0.550 -0.773 1.382
N -2.496 -0.449 0.008
C -3.376 0.562 0.612
C -2.949 0.885 2.049
O -3.237 1.982 2.547
N -2.292 -0.122 2.624
C -1.833 0.073 3.988
C -0.605 -0.823 4.292
O -0.436 -1.205 5.454
O 0.152 -1.076 3.298
H -2.325 -0.215 -0.962
H -2.970 -1.354 0.015
H -4.418 0.228 0.637
H -3.337 1.493 0.043
H -2.628 -0.134 4.715
H -1.529 1.118 4.143
C 0.941 -3.481 -3.096
Sb -0.711 -2.322 -2.302
C -1.896 -4.054 -1.746
C -1.682 -2.309 -4.316
C -0.990 -1.467 -5.325
C -0.215 -2.097 -6.302
C 0.439 -1.394 -7.299
C 0.305 -0.017 -7.358
C -0.440 0.632 -6.389
C -1.076 -0.051 -5.350
C -1.777 0.749 -4.316
Sb -0.438 1.575 -2.709
C 1.466 0.986 -3.516
C -0.351 3.516 -3.758
H 0.610 -4.131 -3.906
H 1.364 -4.082 -2.294
H 1.706 -2.799 -3.467
H -1.806 -4.843 -2.492
H -2.942 -3.766 -1.631
H -1.518 -4.399 -0.786
H -2.702 -1.960 -4.138
H -1.732 -3.345 -4.650
H -0.134 -3.178 -6.273
H 1.036 -1.922 -8.033
H 0.791 0.551 -8.142
H -0.535 1.713 -6.425
H -2.540 0.176 -3.791
H -2.234 1.637 -4.751
H 1.342 0.526 -4.495
H 1.941 0.285 -2.832
H 2.092 1.874 -3.594
H 0.083 3.402 -4.751
H 0.269 4.200 -3.177
H -1.350 3.943 -3.851
O 4.252 -3.676 -0.011
C 3.153 -3.173 -0.080
C 2.829 -1.798 -0.597
O 3.536 -1.111 -1.322
C 1.492 -1.496 -0.101
C 0.888 -2.683 0.404
O -0.338 -2.744 0.762
C 1.846 -3.790 0.347
O 1.641 -4.972 0.553
O 0.869 -0.371 -0.156
S -5.133 -2.629 0.645
C -4.397 -3.125 2.041
N -3.414 -2.546 2.697
C -2.813 -3.313 3.777
C -3.916 -4.189 4.347
S -4.927 -4.615 2.890
H -2.984 -1.542 2.513
H -2.384 -2.647 4.525
H -2.007 -3.929 3.362
H -4.554 -3.645 5.044
H -3.548 -5.098 4.817
C 2.582 0.914 4.796
C 1.717 2.069 4.297
C 2.289 3.427 4.687
Sb 1.297 1.693 2.140
C 0.639 3.705 1.432
C -0.632 4.076 2.189
C 1.628 4.865 1.450
C 3.358 1.682 1.313
C 4.393 2.601 1.952
C 3.253 1.932 -0.188
H 2.729 0.983 5.879
H 3.565 0.916 4.319
H 2.097 -0.041 4.586
H 0.730 1.962 4.757
H 3.232 3.625 4.179
H 2.473 3.457 5.768
H 1.590 4.228 4.442
H 0.375 3.494 0.389
H -0.417 4.256 3.246
H -1.389 3.293 2.132
H -1.073 4.993 1.781
H 1.941 5.103 2.467
H 1.151 5.759 1.029
H 2.517 4.652 0.857
H 3.675 0.645 1.463
H 4.078 3.645 1.915
H 5.338 2.517 1.403
H 4.592 2.333 2.990
H 2.919 2.952 -0.398
H 2.550 1.236 -0.643
H 4.223 1.781 -0.671
*
```

Properties
M, g/mol: 1088.28
LUMO, eV: 3.9
Frontier orbital gap, eV: 6.5
HOMO level, hartree: -0.094

No. 4
Molecular formula: C10H14BaN2P
Method: DFT, ωB97M-V with the def2-TZVPD basis set

Structure (ORCA input):
```
! wB97M-V def2-TZVPD RIJCOSX def2/J DEFGRID3
* xyz -1 1
C -0.299 -1.174 -2.057
C -0.727 0.135 -2.351
C -1.904 0.425 -1.540
C -2.197 -0.738 -0.760
C -1.215 -1.759 -1.093
Ba -0.175 0.175 0.383
P 2.604 0.238 0.164
H 0.603 -1.689 -2.460
H -0.265 0.854 -3.060
H -2.438 1.394 -1.512
H -1.134 -2.770 -0.623
H -2.938 -0.810 0.061
H 2.799 1.441 0.805
H 3.075 0.213 -1.099
H 3.003 -0.819 0.934
N -1.756 3.270 5.927
C -1.484 2.662 4.743
C -2.511 2.290 3.843
C -2.191 1.650 2.649
N -0.907 1.369 2.312
C 0.094 1.727 3.157
C -0.154 2.369 4.364
H -2.690 3.471 6.211
H -1.029 3.521 6.564
H -3.552 2.493 4.087
H -2.986 1.342 1.939
H 1.135 1.486 2.863
H 0.678 2.633 5.019
*
```

Properties
M, g/mol: 330.54
LUMO, eV: 2.4
Frontier orbital gap, eV: 2.3
HOMO level, hartree: 0.003

No. 5
Molecular formula: C12H34IN2O6
Method: DFT, ωB97M-V with the def2-TZVPD basis set

Structure (ORCA input):
```
! wB97M-V def2-TZVPD RIJCOSX def2/J DEFGRID3
* xyz -1 1
I -0.811 1.672 -1.212
C 2.248 3.424 1.788
C 2.260 1.981 2.217
C 1.050 1.719 3.146
O 1.405 2.381 4.381
C 0.870 2.037 5.637
N 2.072 1.085 1.059
H 3.228 3.831 1.540
H 1.930 4.052 2.620
H 1.461 3.632 1.063
H 3.174 1.676 2.726
H 0.902 0.651 3.307
H 0.052 1.999 2.808
H -0.216 2.129 5.612
H 1.169 2.458 6.597
H 1.052 0.967 5.739
H 1.293 1.429 0.517
H 1.706 0.182 1.327
C -2.483 -1.623 1.982
C -2.533 -2.384 0.637
C -3.849 -2.485 -0.032
O -4.786 -3.154 0.824
C -6.108 -3.187 0.407
N -1.520 -1.857 -0.310
H -2.437 -0.544 1.835
H -1.660 -1.969 2.608
H -3.312 -1.891 2.637
H -2.237 -3.422 0.787
H -3.863 -2.905 -1.037
H -4.245 -1.494 -0.254
H -6.533 -4.180 0.265
H -6.293 -2.854 -0.615
H -6.725 -2.478 0.960
H -1.548 -2.438 -1.136
H -1.747 -0.927 -0.633
C 1.402 -2.017 -1.892
C 1.977 -2.316 -0.465
O 1.138 -1.691 0.465
O 1.475 -0.672 -2.307
H 0.407 -2.460 -1.907
H 2.082 -2.514 -2.585
H 2.959 -1.849 -0.393
H 2.042 -3.404 -0.424
H 0.208 -1.801 0.255
H 0.805 -0.182 -1.824
C 2.538 2.038 -5.647
C 1.807 1.829 -4.330
O 1.402 3.029 -3.658
O 3.632 2.972 -5.453
H 1.809 2.396 -6.374
H 2.954 1.086 -5.979
H 2.495 1.338 -3.641
H 0.925 1.194 -4.410
H 0.776 2.684 -3.017
H 4.200 2.833 -6.214
*
```

Properties
M, g/mol: 429.32
LUMO, eV: 2.6
Frontier orbital gap, eV: 7.3
HOMO level, hartree: -0.174

No. 6
Molecular formula: C46H62N7O16
Method: DFT, ωB97M-V with the def2-TZVPD basis set

Structure (ORCA input):
```
! wB97M-V def2-TZVPD RIJCOSX def2/J DEFGRID3
* xyz -1 1
C -18.032 12.118 6.172
C -18.523 12.661 4.836
C -19.113 14.076 5.066
O -17.514 12.768 3.942
H -17.469 12.844 6.786
H -17.404 11.237 6.091
H -18.876 11.794 6.873
H -19.294 11.971 4.510
H -19.770 14.303 5.870
H -19.602 14.427 4.124
H -18.287 14.786 5.180
C -16.254 16.654 7.027
C -16.435 17.540 5.886
O -16.466 18.837 6.451
C -16.230 18.826 7.744
O -16.091 19.775 8.477
O -16.091 17.557 8.171
H -15.413 16.029 7.092
H -17.181 15.975 7.129
H -17.395 17.399 5.323
H -15.617 17.671 5.132
C -23.879 16.429 5.248
C -23.140 17.074 6.388
O -24.131 17.339 7.383
C -25.353 16.947 6.892
O -26.361 17.070 7.471
O -25.247 16.429 5.666
H -23.657 15.407 5.030
H -23.792 16.947 4.312
H -22.684 18.064 6.105
H -22.382 16.488 6.880
C -18.129 13.527 9.945
C -16.984 14.124 10.738
O -17.701 15.274 11.405
C -18.993 14.910 11.547
O -19.830 15.533 12.119
O -19.249 13.732 10.876
H -18.034 12.507 9.634
H -18.361 14.161 9.151
H -16.248 14.506 10.004
H -16.640 13.490 11.538
C -19.950 17.844 10.211
C -19.599 19.141 9.478
O -19.244 18.664 8.164
C -19.720 17.413 7.948
O -19.652 16.821 6.891
O -20.230 16.942 9.081
H -20.834 17.961 10.769
H -19.166 17.452 10.859
H -18.776 19.736 9.858
H -20.428 19.834 9.362
C -17.901 9.361 8.130
C -16.553 8.999 7.575
O -15.600 9.721 8.426
C -16.280 10.527 9.227
O -15.690 11.234 10.028
O -17.618 10.368 9.087
H -18.433 8.553 8.662
H -18.597 9.834 7.414
H -16.435 9.430 6.497
H -16.299 7.957 7.580
N -18.712 9.437 4.556
C -19.959 9.599 5.009
C -20.324 8.449 5.670
C -19.194 7.545 5.491
C -18.187 8.207 4.857
H -18.175 10.135 4.135
H -20.461 10.560 5.054
H -21.215 8.299 6.200
H -19.207 6.602 5.827
H -17.179 7.978 4.501
N -15.777 10.613 3.133
C -15.979 9.625 2.138
C -15.271 8.534 2.564
C -14.606 8.798 3.808
C -14.951 10.072 4.104
H -16.473 11.412 3.207
H -16.610 9.727 1.266
H -15.234 7.604 2.020
H -13.984 8.125 4.362
H -14.668 10.805 4.898
N -20.507 16.926 4.181
C -21.174 16.447 3.095
C -21.651 17.555 2.410
C -21.356 18.711 3.211
C -20.617 18.289 4.278
H -20.201 16.410 4.998
H -21.167 15.356 2.921
H -22.077 17.477 1.396
H -21.804 19.663 2.949
H -20.274 18.857 5.092
N -22.097 13.213 6.220
C -22.772 12.841 5.116
C -24.118 12.869 5.416
C -24.156 13.153 6.864
C -22.931 13.338 7.289
H -21.118 13.099 6.357
H -22.280 12.594 4.258
H -25.007 12.824 4.830
H -25.066 13.373 7.385
H -22.590 13.503 8.327
N -16.703 15.408 2.748
C -15.999 14.941 1.706
C -15.506 15.958 0.941
C -15.977 17.128 1.548
C -16.725 16.731 2.627
H -17.348 14.881 3.278
H -15.870 13.860 1.559
H -14.902 15.947 0.050
H -15.631 18.060 1.254
H -17.265 17.349 3.283
N -14.995 13.876 5.070
C -14.570 13.466 6.284
C -13.456 14.149 6.626
C -13.255 15.103 5.628
C -14.281 14.962 4.728
H -15.902 13.546 4.616
H -14.923 12.487 6.737
H -12.840 13.896 7.465
H -12.474 15.857 5.481
H -14.467 15.516 3.829
N -19.349 12.549 2.017
C -19.303 13.447 0.991
C -20.587 13.561 0.496
C -21.431 12.670 1.161
C -20.675 12.096 2.161
H -18.567 12.390 2.636
H -18.434 14.065 0.892
H -20.728 14.325 -0.257
H -22.480 12.560 1.100
H -20.844 11.351 2.932
*
```

Properties
M, g/mol: 969.03
LUMO, eV: 2.2
Frontier orbital gap, eV: 8.3
HOMO level, hartree: -0.226

No. 7
Molecular formula: C5H5NO2
Method: DFT, ωB97M-V with the def2-TZVPD basis set

Structure (ORCA input):
```
! wB97M-V def2-TZVPD RIJCOSX def2/J DEFGRID3
* xyz 0 1
C -1.205 -0.139 -0.015
C -1.025 1.316 -0.023
C 1.228 1.298 0.129
C 1.133 -0.125 0.119
C 0.012 -0.865 0.077
H -2.463 -1.687 0.095
H -2.122 1.832 -0.423
H 2.265 1.764 0.035
H 2.086 -1.886 0.549
H 0.126 -2.000 -0.362
N 0.120 2.027 -0.021
O -2.448 -0.656 0.024
O 2.293 -0.879 -0.184
*
```

Properties
M, g/mol: 111.10
LUMO, eV: 0.1
Frontier orbital gap, eV: 8.7
HOMO level, hartree: -0.318

Q: What is the HOMO level in the fifth record?
A: -0.174 hartree

Q: Number 1 is which compound?
A: C25H29CsN2O5PS2

Q: What is the formula in the first record?
A: C25H29CsN2O5PS2